1.
Molecular formula: C24H28FeN
Method: DFT, wB97M-V/def2-TZVPD

Calculated values
**Charge**: -1
**Multiplicity**: 5
**Orbital gap (alpha / beta)**: 2.809 / 4.794 eV
**Expectation value of S²**: 6.105
**HOMO level (alpha / beta)**: -0.379 / -2.369 eV

Element x y z (Å)
Fe1 0.9349 3.4579 2.1019
N1 -0.1891 -1.6403 -1.0667
C1 -1.4750 -3.7757 -1.1668
C2 -2.6925 -4.3005 -1.9450
C3 3.6720 -3.2342 -1.5131
C4 2.1195 -1.3863 -1.7214
C5 1.1129 -2.1490 -1.0903
C6 -0.8054 4.4119 2.0477
C7 1.9146 4.1084 0.5292
C8 2.7467 2.6566 2.1739
C9 1.8422 1.8908 1.3516
C10 1.3431 2.7679 0.2647
C11 2.7225 -3.9564 -0.7788
C12 0.3950 2.4513 -0.7152
C13 -3.9653 -3.4971 -1.6909
C14 -0.9732 3.0191 2.4290
C15 -1.3103 -2.2591 -1.1021
C16 -0.4194 1.2377 -0.7032
C17 0.1149 5.0265 2.9870
C18 -0.1555 2.7761 3.6057
C19 1.4710 -3.3962 -0.5207
C20 0.5161 4.0165 3.9507
C21 2.7887 4.0204 1.6664
C22 -2.6116 -1.4489 -1.0291
C23 -3.7318 -2.0032 -1.9161
C24 3.3709 -1.9443 -1.9722
H1 0.0818 0.4120 -1.2184
H2 -1.5299 -4.1348 -0.1228
H3 4.6542 -3.6704 -1.7152
H4 3.4303 4.8171 2.0379
H5 -2.3975 -0.4091 -1.3031
H6 1.7466 4.9524 -0.1372
H7 -0.6354 0.8732 0.3110
H8 2.9534 -4.9561 -0.4023
H9 -1.3558 4.9219 1.2582
H10 -4.6613 -1.4485 -1.7354
H11 3.3571 2.2612 2.9839
H12 -1.3609 1.4116 -1.2393
H13 -4.3120 -3.6638 -0.6635
H14 4.1091 -1.3676 -2.5325
H15 1.1289 4.1847 4.8352
H16 -1.6808 2.3209 1.9866
H17 -3.4535 -1.8388 -2.9660
H18 -0.1361 1.8525 4.1824
H19 0.3749 6.0833 3.0219
H20 -0.5788 -4.2075 -1.6213
H21 -2.4499 -4.2761 -3.0162
H22 0.2743 3.1411 -1.5491
H23 1.6425 0.8226 1.3855
H24 -4.7561 -3.8514 -2.3598
H25 0.7364 -3.9164 0.0983
H26 1.8728 -0.3692 -2.0311
H27 -2.9381 -1.4382 0.0254
H28 -2.8521 -5.3564 -1.6895

Atoms 1-6, force components in eV/Å:
Fe -0.36 -0.21 -0.57
N -0.87 -0.16 0.08
C -0.01 -0.09 0.03
C 0.02 0.17 -0.03
C -0.10 0.01 -0.11
C -0.51 -0.23 -0.08

---

2.
Molecular formula: C3H10N2O2
Method: DFT, wB97M-V/def2-TZVPD

Calculated values
**Multiplicity**: 1
**Orbital gap**: 10.528 eV
**Energy relative to the best compared isomer or geometry (same formula, charge and spin)**: 17.5 kcal/mol
**SMILES**: CNCC(N)=O.O
**HOMO level**: -9.753 eV

Element x y z (Å)
O1 0.8129 -0.2015 2.2290
O2 -0.6105 -1.4232 -1.9840
N1 1.3104 -1.4581 0.3693
N2 -0.9522 0.6693 -0.2368
C1 0.4607 0.8097 0.1228
C2 -1.5122 1.9386 -0.6388
C3 0.9121 -0.3399 1.0249
H1 -1.1646 2.2208 -1.6278
H2 -2.5965 1.8679 -0.7883
H3 -0.9007 -0.7317 -1.3622
H4 0.8774 -1.5692 -0.5460
H5 -0.6483 -0.9712 -2.8351
H6 1.0835 0.8428 -0.7693
H7 -1.3891 0.3113 0.5974
H8 1.4914 -2.3276 0.8387
H9 0.7304 1.7408 0.6297
H10 -1.4035 2.7430 0.0943

Atoms 1-6, force components in eV/Å:
O 0.43 -0.27 0.06
O 0.15 -0.25 -0.47
N -0.25 0.01 -0.79
N 0.71 0.01 0.55
C 1.05 0.01 -0.45
C -1.45 0.23 -0.26

---

3.
Molecular formula: C8H12N3
Method: DFT, wB97M-V/def2-TZVPD

Calculated values
**Charge**: +1
**Multiplicity**: 3
**Orbital gap (alpha / beta)**: 6.799 / 7.525 eV
**Energy relative to the best compared isomer or geometry (same formula, charge and spin)**: 52.2 kcal/mol
**Expectation value of S²**: 2.012
**HOMO level (alpha / beta)**: -9.699 / -15.001 eV

Element x y z (Å)
N1 1.7198 0.3939 -0.0805
N2 -0.9878 0.6113 0.0464
N3 1.7105 -1.8452 0.1945
C1 -1.2621 1.9362 0.5668
C2 -0.8492 -2.2259 0.4188
C3 -1.7853 -1.6100 -0.5527
C4 0.4229 -1.3595 0.2652
C5 0.4201 -0.0375 0.1098
C6 -1.9381 -0.1513 -0.2685
C7 2.4155 -0.7791 0.0408
C8 2.2016 1.7151 -0.4073
H1 -0.5195 -3.2423 -0.0741
H2 2.6761 1.7036 -1.3755
H3 -1.0217 -2.4005 1.4191
H4 -1.2359 2.1667 1.6971
H5 -2.3144 2.2170 0.1752
H6 -2.9180 0.3891 -0.1363
H7 -0.6564 2.5979 -0.0208
H8 -1.3774 -1.5764 -1.5973
H9 1.5931 2.6583 -0.2814
H10 3.5202 -0.8798 0.0307
H11 -2.7705 -2.1607 -0.6234
H12 2.9566 1.8790 0.4538

Atoms 1-6, force components in eV/Å:
N -4.05 0.52 0.29
N 10.76 3.06 2.45
N -1.95 -0.30 0.42
C -1.69 1.52 -0.23
C 4.74 -1.68 -4.16
C -2.31 1.19 -1.25

---

4.
Molecular formula: C11H18N2O4
Method: DFT, wB97M-V/def2-TZVPD

Calculated values
**Multiplicity**: 1
**Orbital gap**: 10.430 eV
**Energy relative to the best compared isomer or geometry (same formula, charge and spin)**: 62.9 kcal/mol
**HOMO level**: -9.748 eV

Element x y z (Å)
O1 -1.3555 -2.0058 1.5796
O2 0.8047 1.1406 1.1567
O3 -2.1395 1.3093 -1.0392
O4 2.8029 -0.0178 1.4888
N1 -1.1575 0.0376 0.7119
N2 -3.2402 -0.6686 1.2953
C1 2.1555 1.1389 -2.1009
C2 0.8793 -2.2031 -1.6997
C3 0.0702 0.2170 -1.0399
C4 -1.3621 0.5273 -0.5402
C5 0.3036 -0.0135 0.4720
C6 2.0514 0.9463 1.6975
C7 0.7042 1.4885 -1.6563
C8 -4.2384 -1.4681 2.0430
C9 2.5995 2.1830 2.3371
C10 -1.9040 -0.9137 1.3043
C11 0.0130 -1.0263 -2.0123
H1 1.9831 -1.9915 -1.7407
H2 0.5838 2.3066 -1.0054
H3 0.6125 -2.9781 -2.4123
H4 -0.9670 -1.3768 -2.0854
H5 -3.5526 0.2092 0.9555
H6 0.2119 -0.6726 -3.0586
H7 -4.3263 -1.0181 3.0544
H8 2.9135 1.8813 3.2820
H9 2.5024 1.5936 -3.0211
H10 -3.7724 -2.5452 2.2125
H11 2.2599 0.0357 -2.3312
H12 0.8585 -0.9236 0.7489
H13 -5.1580 -1.4396 1.5503
H14 -0.0090 1.6212 -2.5085
H15 0.6900 -2.5492 -0.6198
H16 1.8457 3.0159 2.5580
H17 3.4334 2.6580 1.8830
H18 2.9038 1.5015 -1.4593

Atoms 1-6, force components in eV/Å:
O -1.36 1.91 0.61
O 1.28 -1.32 0.46
O -0.76 -1.38 0.82
O -2.57 1.71 0.64
N 1.66 0.85 0.21
N -0.14 -0.99 0.74

---

5.
Molecular formula: C47H124N8O14
Method: DFT, wB97M-V/def2-TZVPD

Calculated values
**Multiplicity**: 1
**Orbital gap**: 9.089 eV
**Energy relative to the best compared isomer or geometry (same formula, charge and spin)**: 132.3 kcal/mol
**SMILES**: COC[C@H](C)N.COC[C@H](C)N.COC[C@H](C)N.COC[C@H](C)N.COC[C@H](C)N.COCCNCCOC.COCCNCCOC.COCCNCCOC.CC(C)O.CC(C)O.CC(C)O
**HOMO level**: -8.905 eV

Element x y z (Å)
O1 4.9048 3.6429 1.4698
O2 0.2044 0.0623 -0.3608
O3 4.8868 -3.8193 2.5528
O4 -0.9759 -9.8130 -5.5819
O5 3.5849 -7.4199 -3.4108
O6 -1.7034 -3.3151 6.0383
O7 9.7753 -1.6149 -2.7866
O8 -1.8839 4.7203 -3.3319
O9 2.4574 -11.0603 -0.1243
O10 -7.5411 6.5080 -7.4232
O11 -7.7475 2.0121 -3.3801
O12 -3.6181 10.7437 4.4961
O13 -8.0711 -0.6410 5.3937
O14 -2.3326 3.6894 2.3587
N1 12.0793 -0.3259 -4.1347
N2 -1.8795 2.0179 0.0143
N3 1.7677 2.9799 3.3227
N4 4.5623 -8.7424 -0.1182
N5 0.8448 -1.9638 3.8172
N6 -2.4725 12.1837 7.7864
N7 -2.9428 -7.7263 -5.8408
N8 -6.4951 5.4792 -4.0147
C1 -0.4613 -2.4092 4.1816
C2 8.4128 -1.8157 -2.4241
C3 -4.3520 10.6778 7.2685
C4 3.8021 -8.4917 -4.2464
C5 2.5394 3.4617 2.1803
C6 -1.7410 -6.4370 -4.0931
C7 0.4128 4.9979 -3.0855
C8 -0.8413 -3.6240 3.2397
C9 11.8277 -0.2107 -2.6993
C10 4.9391 3.0059 0.1631
C11 -3.1726 3.8691 1.2122
C12 6.0046 -3.7032 3.3645
C13 4.0347 3.0801 2.4335
C14 1.4255 -0.3472 -1.0095
C15 -0.8359 0.2583 -1.2471
C16 -1.6183 -7.5438 -5.1939
C17 -0.9032 5.7634 -3.2679
C18 -2.0708 0.6900 -0.5137
C19 12.3721 1.1585 -2.3801
C20 -1.2655 -8.8535 -4.5266
C21 3.7966 -11.1681 0.2844
C22 3.6161 -8.5032 -1.2343
C23 -0.4579 -11.0701 -5.0924
C24 -6.5090 5.8032 -5.4392
C25 -7.0687 2.9745 -4.2518
C26 4.2225 -7.5153 -2.1511
C27 4.1954 -9.7600 0.8958
C28 -3.0543 11.2509 6.8173
C29 -7.8978 6.1319 -6.1043
C30 -5.7116 -0.8213 5.6831
C31 -7.3630 4.3726 -3.6240
C32 -7.8462 0.7461 -4.0586
C33 -0.4036 -2.8093 5.6351
C34 -1.7443 -3.8138 7.3614
C35 -6.8422 1.3357 5.7788
C36 -3.6356 11.1776 3.1062
C37 10.3333 -0.3814 -2.3099
C38 -3.1487 11.7864 5.3455
C39 1.8067 -12.2896 -0.4385
C40 6.4701 -2.2552 3.2703
C41 7.1333 -4.7042 2.8505
C42 -3.1807 2.4958 0.5284
C43 2.1783 4.9376 1.9660
C44 -2.2493 4.8816 3.1069
C45 -0.8719 6.6164 -4.4752
C46 -8.5960 6.6550 -8.4152
C47 -6.8752 -0.0200 5.1163
H1 -2.1949 12.1023 4.9229
H2 -5.4733 -1.7625 5.1876
H3 5.7854 -3.9977 4.3908
H4 2.2514 2.8240 1.3445
H5 12.0047 -1.3057 -4.3682
H6 -8.3856 0.7389 -5.0057
H7 -5.9882 2.8378 -4.2097
H8 12.4969 -0.9665 -2.2882
H9 5.9150 -1.6372 3.9760
H10 -2.3433 10.4249 6.8006
H11 -1.1237 -1.5584 4.0220
H12 -0.9609 -4.5487 7.5467
H13 11.7658 1.9921 -2.7343
H14 -0.3285 -8.6557 -4.0060
H15 -1.6092 5.5945 2.5872
H16 -3.0743 12.9759 7.9609
H17 7.4126 -4.6295 1.7995
H18 4.4119 -11.3876 -0.5881
H19 8.0340 -2.7008 -2.9353
H20 -4.4681 11.8273 2.8360
H21 -0.4992 0.9724 -1.9986
H22 -4.2084 4.1277 1.4321
H23 -6.8123 0.1075 4.0356
H24 0.4811 4.2836 -2.2650
H25 -1.7219 7.2986 -4.4907
H26 5.2595 -7.7744 -2.3645
H27 13.3754 1.2311 -2.7998
H28 -8.3470 4.7222 -3.9365
H29 4.1230 2.0082 2.6105
H30 8.0573 -4.6988 3.4287
H31 0.8140 3.3033 3.2459
H32 -7.5375 2.0552 5.3465
H33 -0.9054 5.9844 -5.3627
H34 -1.6263 12.5891 7.4127
H35 5.7624 3.3953 -0.4359
H36 -8.4875 6.8788 -5.5728
H37 -2.0439 -5.5457 -4.6425
H38 1.1115 5.0260 1.7602
H39 10.2232 -0.3857 -1.2255
H40 0.9653 -1.0086 4.1224
H41 -2.7649 4.5201 0.4388
H42 2.6431 5.3315 1.0622
H43 -0.8455 -6.2852 -3.4905
H44 4.5023 -7.8665 0.3810
H45 8.2553 -1.9136 -1.3500
H46 -4.1631 10.1627 8.2104
H47 -8.2744 -0.5602 6.3285
H48 -1.0239 6.3737 -2.3729
H49 -6.1196 5.0267 -6.0977
H50 2.1542 -12.9844 -1.2030
H51 -3.7347 10.2982 2.4699
H52 -2.3375 -0.0547 0.2362
H53 0.7408 4.4646 -3.9778
H54 5.1636 1.9426 0.2473
H55 -1.6716 4.6262 3.9952
H56 9.8197 0.5047 -2.6828
H57 7.7840 -0.9626 -2.6788
H58 -1.7184 4.1746 -2.5596
H59 -9.3690 5.8879 -8.3703
H60 0.3525 -3.5894 5.7241
H61 3.3152 -7.9811 -5.0773
H62 5.0359 -9.9630 1.5595
H63 -2.7107 -4.2947 7.5126
H64 -7.4170 2.9155 -5.2830
H65 -2.6773 11.6492 2.8886
H66 4.2578 -6.4891 -1.7854
H67 -9.0720 7.5953 -8.1373
H68 -7.3940 4.2717 -2.5391
H69 -2.0194 -9.2351 -3.8381
H70 -3.8919 2.5308 -0.2969
H71 -5.8531 -1.0106 6.7471
H72 -4.7849 -0.2556 5.5862
H73 1.2062 5.7079 -2.8521
H74 -5.8778 1.8384 5.7054
H75 3.8471 -11.8410 1.1404
H76 1.2265 -1.3709 -1.3266
H77 6.3047 -1.8864 2.2580
H78 -1.9085 -3.7536 3.4199
H79 11.2510 0.0771 -4.5490
H80 -3.2156 5.3452 3.3058
H81 -0.3671 -4.5463 3.5751
H82 4.0060 3.1697 -0.3759
H83 3.3911 -9.3811 1.5264
H84 -1.0099 -7.1640 -6.0146
H85 7.5207 -2.2409 3.5603
H86 -4.7192 9.8613 6.6468
H87 -8.2543 0.0331 -3.3422
H88 0.0267 7.1933 -4.6935
H89 -1.1876 1.9395 0.7459
H90 3.5499 -9.4683 -1.7367
H91 3.2343 -9.3927 -4.0140
H92 0.7928 -12.0501 -0.7593
H93 1.6274 -12.9215 0.4313
H94 -8.5472 5.2569 -6.1338
H95 2.5961 -8.2784 -0.9228
H96 12.4937 1.2561 -1.3013
H97 -2.9322 -7.0532 -6.5937
H98 -2.5064 -6.7654 -3.3901
H99 -0.5865 -3.5004 2.1871
H100 2.2350 -0.3554 -0.2796
H101 -3.5798 1.7242 1.1867
H102 -2.7846 -8.6470 -6.2248
H103 -0.1536 -1.9476 6.2540
H104 -2.8586 0.7224 -1.2663
H105 0.5751 -11.0150 -4.7492
H106 -7.0678 1.2524 6.8419
H107 -5.5467 5.1648 -3.8674
H108 4.8537 -8.7364 -4.3955
H109 2.3577 5.6648 2.7579
H110 2.1279 3.3432 4.1936
H111 -5.0885 11.4545 7.4747
H112 -3.8917 12.5812 5.2804
H113 -8.1435 6.6693 -9.4067
H114 4.2192 -3.1687 2.7822
H115 6.6673 -5.6863 2.9310
H116 1.6532 0.3031 -1.8541
H117 -1.6414 -2.9804 8.0564
H118 0.8316 -1.8711 2.8116
H119 4.1743 3.5316 3.4157
H120 -6.8373 0.3826 -4.2540
H121 -0.4781 -11.7809 -5.9186
H122 -1.0564 -0.6686 -1.7766
H123 -5.9277 6.7063 -5.6251
H124 -1.1029 -11.4533 -4.3017

Atoms 1-6, force components in eV/Å:
O 0.48 -0.48 -0.54
O 1.69 0.10 1.04
O -1.04 -1.15 -0.89
O 0.04 -0.49 0.88
O -0.14 0.78 2.08
O 0.72 0.05 -0.42

---

6.
Molecular formula: C36H54O27
Method: DFT, wB97M-V/def2-TZVPD

Calculated values
**Multiplicity**: 1
**Orbital gap**: 9.455 eV
**Energy relative to the best compared isomer or geometry (same formula, charge and spin)**: 115.6 kcal/mol
**SMILES**: C[C@H]1COC(=O)O1.C[C@H]1COC(=O)O1.C[C@H]1COC(=O)O1.C[C@H]1COC(=O)O1.C[C@H]1COC(=O)O1.C[C@H]1COC(=O)O1.C[C@H]1COC(=O)O1.C[C@H]1COC(=O)O1.C[C@H]1COC(=O)O1
**HOMO level**: -9.893 eV

Element x y z (Å)
O1 7.3605 3.9258 9.3739
O2 3.6705 4.2682 17.6355
O3 -2.2022 10.1446 19.2935
O4 5.2676 3.4796 10.0871
O5 9.2896 2.6240 24.8119
O6 9.9384 1.1061 23.2891
O7 7.7204 -0.7916 17.1506
O8 5.3577 5.3774 18.3916
O9 3.6428 9.2719 19.4269
O10 4.9499 10.2962 20.8765
O11 4.1784 11.4202 19.0115
O12 8.5373 2.5034 22.5229
O13 3.2762 6.3892 18.3430
O14 7.9268 0.5327 12.8252
O15 4.5511 3.4912 21.3939
O16 6.7636 0.6880 14.7146
O17 6.5282 4.8675 11.2284
O18 6.9298 -0.2678 19.0686
O19 3.6144 4.9569 22.6739
O20 7.2027 11.9541 19.1056
O21 7.5444 11.4238 16.9075
O22 7.5990 1.3732 17.7057
O23 -0.7408 10.7997 17.6984
O24 -2.4288 12.1832 18.1566
O25 8.0373 2.4538 14.0783
O26 7.5460 9.8628 18.4516
O27 2.3496 3.7725 21.2343
C1 6.6180 8.1546 17.0124
C2 4.4286 3.9626 11.1253
C3 7.0466 -0.5516 12.7444
C4 7.4096 0.1988 17.9590
C5 5.9145 4.1084 18.1373
C6 -1.8669 11.1388 18.3063
C7 5.6480 4.0214 22.1298
C8 9.9336 0.7767 21.9135
C9 8.9633 1.8187 21.3702
C10 4.7885 9.1162 22.9033
C11 3.3952 4.0355 21.7264
C12 4.9376 2.8591 16.2183
C13 3.6456 8.5142 20.5956
C14 7.6225 1.3372 13.8946
C15 7.7863 -1.7969 12.3169
C16 7.0871 -1.6126 19.2032
C17 7.4476 11.1308 18.1983
C18 4.0488 5.4344 18.1287
C19 -0.4876 9.4031 17.8522
C20 4.7265 3.3289 17.6426
C21 7.3498 -2.0342 17.7724
C22 3.7445 2.7849 11.8002
C23 9.3280 2.1179 23.6698
C24 5.3983 4.7251 12.0160
C25 4.2411 10.3983 19.7194
C26 9.4306 2.9355 20.4379
C27 6.4190 4.1442 10.1401
C28 7.7705 9.1621 17.2473
C29 8.4370 -3.0617 17.5486
C30 4.9153 9.0124 21.4042
C31 0.9597 9.0756 18.2064
C32 5.0218 4.9882 23.0552
C33 -1.4660 8.9645 19.0152
C34 7.8874 10.2518 16.2349
C35 6.2613 -0.4958 14.0975
C36 5.2060 4.6126 24.5459
H1 6.1830 -2.1403 19.5068
H2 4.6862 5.3607 25.1446
H3 6.4722 -1.3976 14.6723
H4 6.7244 3.9660 17.4218
H5 6.2628 4.4493 24.7569
H6 9.5865 -0.2408 21.7338
H7 4.4057 2.0019 12.1716
H8 8.4520 -1.5085 11.5034
H9 6.3284 4.5639 21.4733
H10 7.7874 -2.0556 19.9113
H11 5.4551 9.8253 23.3943
H12 6.4920 7.3756 17.7644
H13 8.6349 8.5144 17.3937
H14 10.9014 0.9239 21.4341
H15 7.1193 10.2077 15.4627
H16 5.1870 -0.4780 13.9140
H17 7.9972 -4.0502 17.6813
H18 6.7098 7.7494 16.0046
H19 -2.0993 8.1254 18.7274
H20 5.7193 2.1016 16.2762
H21 4.9182 8.2695 23.5774
H22 1.2096 9.6688 19.0860
H23 8.6858 3.6127 20.0199
H24 -0.8140 8.6781 19.8405
H25 8.7675 -3.0814 16.5102
H26 5.6606 8.6728 16.9572
H27 6.3142 -0.3232 11.9702
H28 6.2895 3.7064 19.0785
H29 7.0788 -2.5168 11.9054
H30 3.6729 4.6915 10.8324
H31 -0.7123 8.8516 16.9392
H32 5.7650 4.1601 12.8729
H33 8.1082 1.2642 20.9836
H34 9.3282 -2.8551 18.1413
H35 1.1103 8.0196 18.4307
H36 8.4038 -2.2430 13.0966
H37 1.5911 9.4831 17.4168
H38 3.7635 7.4370 20.4781
H39 4.6255 2.4536 18.2843
H40 2.7334 8.7973 21.1208
H41 4.6847 3.6728 24.7279
H42 4.0195 2.4248 15.8227
H43 9.9970 2.4165 19.6646
H44 5.4534 5.9605 22.8178
H45 3.0021 2.8450 12.5959
H46 3.8387 9.5795 23.1706
H47 3.0879 2.3173 11.0664
H48 5.2078 3.5876 15.4538
H49 6.1113 3.2327 22.7226
H50 6.4963 -2.3754 17.1865
H51 5.8208 8.5676 20.9915
H52 4.7925 5.6068 12.2248
H53 8.9153 10.3680 15.8915
H54 10.0648 3.6590 20.9500

Atoms 1-6, force components in eV/Å:
O -2.59 0.95 1.53
O -1.37 -0.48 0.37
O -0.09 1.22 -1.61
O -1.16 0.21 -0.45
O 0.04 -1.59 -4.50
O 4.13 -4.64 0.32